[1]
DFT (ωB97M-V/def2-TZVPD) results for a molecular structure, C18H48Be2N4O8 at a distorted geometry.

Geometry as XYZ:
```
80
Properties=species:S:1:pos:R:3
Be -3.41705 0.43406 -0.27676
Be 0.09671 1.57413 -2.84089
C -0.57919 0.65023 -0.27964
O -1.18043 -0.23412 0.38709
O 0.56634 0.43724 -0.79637
O -1.32146 1.56549 -0.81981
C -1.58407 4.65615 -3.45355
C -0.12067 4.48705 -3.76149
C 0.73439 4.57822 -2.49876
O 0.59174 3.32652 -1.81289
C 1.44839 3.19335 -0.68012
N 0.15732 3.23869 -4.43310
H -1.95633 4.07692 -2.60722
H -2.22036 4.46755 -4.32601
H -1.87916 5.69502 -3.29113
H 0.25153 5.35539 -4.31395
H 0.29748 5.34366 -1.85605
H 1.79203 4.75145 -2.71134
H 1.28066 3.96082 0.08476
H 2.50719 3.26493 -0.91991
H 1.17058 2.26624 -0.20573
H 1.05964 3.38638 -4.88421
H -0.50420 2.99229 -5.16276
C -2.59645 -3.89773 -1.79735
C -3.70698 -2.85117 -1.66604
C -5.05403 -3.51860 -1.34629
O -6.13648 -2.68007 -1.59122
C -6.63071 -2.68884 -2.91914
N -3.28289 -1.99073 -0.49985
H -2.46079 -4.41836 -0.84425
H -1.64759 -3.50432 -2.15434
H -2.88054 -4.73783 -2.43525
H -3.74062 -2.21027 -2.54595
H -4.99708 -3.80585 -0.29395
H -5.01503 -4.44284 -1.93210
H -7.52623 -2.07274 -2.96076
H -6.91394 -3.70948 -3.18430
H -5.93780 -2.26907 -3.65559
H -3.61873 -2.37682 0.38921
H -2.31870 -2.30567 -0.31188
C -1.75146 0.04880 4.25747
C -0.56159 0.99624 4.06695
C 0.75003 0.21279 4.23585
O 1.83016 1.03745 4.64999
C 2.01851 1.12465 6.04859
N -0.63186 1.70836 2.78959
H -2.67719 0.60550 4.39165
H -1.64189 -0.55881 5.15734
H -1.73863 -0.70054 3.45766
H -0.65869 1.73868 4.86379
H 1.16044 -0.22350 3.32133
H 0.60121 -0.59728 4.95799
H 2.64082 1.98869 6.26337
H 2.43636 0.23099 6.52102
H 1.04341 1.26975 6.52974
H -0.73467 0.93906 2.13493
H 0.27737 2.11528 2.58581
C 5.69238 0.20835 0.11382
C 4.27646 -0.09751 -0.27376
C 3.67668 -1.31561 0.40743
O 4.41662 -2.52962 0.34342
C 4.41165 -3.04854 -0.96604
N 3.35053 1.07308 -0.26605
H 6.35358 -0.65096 0.05822
H 5.72833 0.66902 1.10966
H 6.09201 1.03578 -0.47853
H 4.22694 -0.29412 -1.35598
H 2.69157 -1.59423 0.00581
H 3.53989 -1.05193 1.46390
H 4.68456 -2.36041 -1.76627
H 3.50034 -3.58307 -1.27004
H 5.12889 -3.87206 -0.96412
H 2.45061 0.58625 -0.24224
H 3.48414 1.44847 0.67813
C 0.43049 -2.92383 1.63185
O -0.48101 -2.80433 0.54745
H 0.83047 -1.96200 1.94770
H -0.15117 -3.29776 2.48215
H 1.19827 -3.67899 1.47513
H -0.62105 -1.87938 0.29420
```

As for the net charge: +2. As for the total energy: -1564.2413 Eh. The calculation puts the HOMO energy at -0.47925 hartree.

=====

[2]
DFT (ωB97M-V/def2-TZVPD) results for a molecular structure, C18H48CsF3O9 at a distorted geometry.

Geometry as XYZ:
```
79
Properties=species:S:1:pos:R:3
Cs 0.31633 -0.15063 0.25598
C -3.31829 1.93702 -0.75483
O -2.17852 2.77679 -0.81103
O -2.84036 0.71462 -1.23386
C -3.92394 1.93351 0.73561
F -4.49038 3.03779 1.08971
F -4.91821 1.10910 0.87561
F -3.07493 1.55900 1.71379
C -2.31357 4.11201 -1.47384
C -0.86548 4.60708 -1.85829
H -0.93851 5.52536 -2.44099
H -0.20969 4.91760 -1.04489
H -0.43931 3.92811 -2.59685
H -2.77892 4.89191 -0.87109
H -2.79900 4.07082 -2.44890
H -4.06414 2.40014 -1.40084
C 0.71337 4.19573 2.67105
C -0.65547 3.84956 2.09738
O -0.20849 2.78286 1.18641
H 1.38145 4.75419 2.01540
H 1.35081 3.40935 3.07525
H 0.54573 4.81328 3.55345
H -1.12490 4.78091 1.78064
H -1.33280 3.30509 2.75531
H -1.00836 2.63848 0.67558
C 1.70264 -4.71726 1.39884
C 0.64191 -4.72757 0.36922
O -0.01217 -3.46781 0.30498
H 1.41218 -4.78102 2.44748
H 2.23354 -3.80309 1.13322
H 2.37942 -5.53856 1.16318
H -0.04992 -5.49048 0.72621
H 0.99673 -5.08434 -0.59769
H -0.80084 -3.36756 -0.23312
C -3.21016 -3.40524 1.65480
C -3.39195 -2.29612 0.72606
O -2.37120 -2.14739 -0.19906
H -3.78081 -3.19052 2.55833
H -2.19887 -3.56946 2.02686
H -3.51939 -4.34961 1.20686
H -3.33294 -1.39205 1.33210
H -4.35815 -2.42723 0.23885
H -2.50430 -1.27167 -0.56920
C -1.81329 0.84650 -5.96032
C -2.15293 -0.22172 -4.97616
O -1.22927 -0.10923 -3.87080
H -2.32009 0.87415 -6.92494
H -0.76233 0.88900 -6.24627
H -1.85715 1.84696 -5.52990
H -1.97261 -1.17466 -5.47364
H -3.15827 -0.11381 -4.56902
H -1.79192 0.19228 -3.15378
C 1.89010 -1.09727 4.15606
C 3.39590 -1.42971 4.20522
O 3.92758 -1.38280 5.52544
H 1.37102 -0.75027 5.04950
H 1.33071 -1.97257 3.82585
H 1.84574 -0.31374 3.39962
H 4.03769 -0.72742 3.67326
H 3.58136 -2.42956 3.81279
H 3.59364 -0.61046 5.98758
C 2.33559 -3.04597 -2.26774
C 1.15953 -2.42204 -2.99898
O 1.16011 -1.02544 -2.73870
H 2.14671 -3.10928 -1.19610
H 3.29328 -2.57195 -2.48278
H 2.51238 -4.07720 -2.57336
H 0.19134 -2.88403 -2.80592
H 1.40946 -2.59548 -4.04567
H 0.35680 -0.73684 -3.17802
C 4.06621 2.46470 0.65065
C 4.20655 1.07714 1.32675
O 3.43337 0.13999 0.66768
H 3.33366 3.01637 1.23984
H 3.72861 2.46033 -0.38574
H 5.03568 2.94772 0.52847
H 3.91047 1.05216 2.37547
H 5.25833 0.81134 1.22091
H 3.88613 -0.68952 0.49879
```

As for the total energy: -1711.4008 Eh. The calculation puts the HOMO energy at -0.29343 hartree.

=====

[3]
DFT (ωB97M-V/def2-TZVPD) results for a molecular structure, C18H48Cu2O22 at a distorted geometry.

Geometry as XYZ:
```
90
Properties=species:S:1:pos:R:3
Cu -0.49821 0.10060 -0.99390
Cu -3.32361 -1.85903 0.37117
C -2.83454 0.93273 0.71525
O -1.96960 0.05085 0.87888
O -2.60377 2.14366 0.70174
O -4.03397 0.59363 0.49671
C -2.87450 -4.58373 -0.21175
O -2.81121 -5.27998 0.86093
O -3.92611 -4.23328 -0.75765
O -1.94437 -3.82326 -0.40709
C 1.85882 3.63420 -0.46367
C 0.37101 3.77733 0.07801
O 0.05525 2.50702 0.58872
O 2.01832 3.66121 -1.88000
H 2.18491 2.63534 -0.17377
H 2.57626 4.35330 -0.06835
H -0.30787 3.87338 -0.76933
H 0.23278 4.53842 0.84595
H -0.88696 2.67560 0.66233
H 2.37728 4.52478 -2.09676
C -0.57861 1.91360 -3.43794
C 0.74621 1.13290 -3.56084
O 1.42116 0.95171 -2.33003
O -1.48332 1.42606 -2.58474
H -1.01936 1.95685 -4.43391
H -0.41933 2.95521 -3.15906
H 1.44023 1.61945 -4.24619
H 0.57239 0.15267 -4.00471
H 1.55370 1.85118 -2.02181
H -2.09905 2.16251 -2.57375
C -3.28684 -1.49408 -3.11980
C -1.85585 -2.08496 -3.31477
O -1.18245 -2.01391 -2.05150
O -4.07420 -2.71829 -2.94070
H -3.56955 -0.84318 -3.94714
H -3.38329 -0.88959 -2.21791
H -1.20334 -1.43931 -3.90254
H -1.60379 -3.06515 -3.71949
H -1.46695 -2.82225 -1.61876
H -3.84153 -3.25161 -2.17713
C -4.17169 4.94460 0.76976
C -3.72104 5.33964 -0.66158
O -3.45266 4.07169 -1.37214
O -3.09263 4.79046 1.60872
H -4.66137 3.97107 0.74651
H -4.89417 5.67004 1.14375
H -2.85501 6.00137 -0.67582
H -4.50857 5.85415 -1.21220
H -3.39330 3.36788 -0.72196
H -2.65914 3.96309 1.38703
C 0.63197 0.29455 3.07793
C 1.18034 -0.36815 4.37979
O 0.60248 -1.68138 4.58913
O -0.80073 0.56779 3.30199
H 0.78777 -0.20314 2.12078
H 1.12897 1.26462 3.08550
H 0.84676 0.36822 5.11095
H 2.26864 -0.30938 4.36466
H -0.35726 -1.66842 4.57113
H -1.13826 0.37696 2.42378
C 0.69072 -4.23885 1.99377
C 0.32346 -5.52862 2.74942
O -1.05314 -5.73525 2.89558
O 0.56196 -4.55947 0.64230
H 1.74779 -4.01090 2.13064
H 0.05226 -3.39141 2.24342
H 0.84021 -5.62690 3.70410
H 0.55469 -6.37496 2.10263
H -1.49622 -5.63292 2.05011
H -0.38245 -4.64040 0.49017
C 4.46735 1.07837 1.51154
C 5.49680 0.91402 0.36591
O 4.85414 1.41781 -0.82295
O 4.03332 2.41202 1.73031
H 4.94656 0.96234 2.48365
H 3.52964 0.52267 1.51083
H 5.84960 -0.11605 0.41686
H 6.34450 1.55635 0.60449
H 4.04074 1.70821 -0.40385
H 4.29351 2.57793 2.63936
C 2.62704 -1.74171 -0.25391
C 2.79391 -2.87157 -1.20464
O 2.79132 -4.18846 -0.62026
O 1.28242 -1.55514 0.11328
H 2.96485 -0.92880 -0.89669
H 3.21640 -1.75301 0.66295
H 3.79234 -2.80345 -1.63660
H 2.02255 -2.83104 -1.97370
H 1.92872 -4.56456 -0.43037
H 0.81786 -2.39449 0.14881
```

As for the net charge: -2. As for the total energy: -5650.7501 Eh. The calculation puts the HOMO energy at -0.06013 hartree.

=====

[4]
DFT (ωB97M-V/def2-TZVPD) results for a molecular structure, C18H48CuF5GeOSbSi3Te at a distorted geometry.

Geometry as XYZ:
```
79
Properties=species:S:1:pos:R:3
Cu 0.24471 1.81433 0.17178
C -5.30559 -1.81490 -1.24077
Si -4.41932 -0.16569 -1.01332
C -5.69654 1.01463 -0.34054
C -3.77201 0.34350 -2.69494
Ge -2.48286 -0.80852 0.36265
Si -2.50084 -1.54356 2.66385
C -0.74175 -2.06629 3.06104
C -3.64402 -3.03803 2.65890
C -3.10445 -0.25110 3.86043
Si -0.98924 -2.44055 -0.87114
C -0.90071 -1.90094 -2.65652
C -1.78738 -4.13621 -0.76325
C 0.72496 -2.45261 -0.12353
H -6.17662 -1.69989 -1.89129
H -5.65638 -2.21880 -0.28788
H -4.64832 -2.56103 -1.69430
H -6.53942 0.94741 -1.03622
H -5.42199 2.06539 -0.26597
H -6.01716 0.68956 0.65013
H -4.63005 0.57426 -3.33374
H -3.21991 -0.47921 -3.14523
H -3.13402 1.22797 -2.69518
H -0.51470 -3.04344 2.63057
H -0.60125 -2.13417 4.14280
H -0.01980 -1.34468 2.67302
H -3.26892 -3.82922 2.00708
H -4.64365 -2.76483 2.31335
H -3.74657 -3.45199 3.66549
H -2.52339 0.66702 3.78747
H -3.00812 -0.66827 4.86785
H -4.14575 0.01096 3.67826
H -1.84077 -2.06413 -3.18256
H -0.13306 -2.49933 -3.15767
H -0.63386 -0.84732 -2.73845
H -2.82419 -4.12789 -1.10158
H -1.75821 -4.54273 0.24840
H -1.22551 -4.81361 -1.41506
H 0.99131 -1.45049 0.21242
H 1.43372 -2.76627 -0.89665
H 0.81555 -3.13925 0.71811
C 4.36705 -1.35714 0.88382
C 4.40014 0.13749 1.20128
C 5.77544 0.73937 0.94369
Sb 2.75821 1.08285 0.17267
C 3.04153 0.57352 -1.90703
C 4.45150 0.65066 -2.48162
C 2.05012 1.41419 -2.70832
C 3.26544 3.20185 0.22142
C 4.41500 3.70249 -0.64442
C 3.44677 3.57874 1.69264
H 5.11823 -1.88666 1.47581
H 4.59015 -1.54661 -0.16937
H 3.39585 -1.80650 1.10131
H 4.14760 0.26955 2.25668
H 6.03811 0.73100 -0.11449
H 6.53113 0.15202 1.47404
H 5.85244 1.76580 1.29876
H 2.71774 -0.47226 -1.95345
H 4.86906 1.65489 -2.41555
H 4.43539 0.37395 -3.54025
H 5.14007 -0.03104 -1.98106
H 2.29604 2.47808 -2.66960
H 1.02232 1.29784 -2.35032
H 2.06001 1.11480 -3.76025
H 2.34468 3.67751 -0.12955
H 5.35256 3.18081 -0.44701
H 4.58766 4.76538 -0.44817
H 4.19511 3.60333 -1.70751
H 4.32006 3.09451 2.13531
H 2.57486 3.30771 2.29292
H 3.59027 4.65771 1.79518
F -0.92817 3.52551 -0.53347
Te -2.50617 2.49654 0.15036
F -3.14413 3.94626 1.12757
F -3.48386 1.46925 1.60066
F -1.15228 2.49565 1.63746
F -3.40786 3.51474 -1.28522
O -1.06198 0.15608 -0.04274
```

The value obtained for the energy above the lowest of the compared OMol25 structures with the same formula, charge and spin is 20.1 kcal per mole. As for the total energy: -6383.4128 Eh. The calculation puts the HOMO energy (alpha / beta) at -0.30168 / -0.30451 hartree. Its spin multiplicity is 2.